1.
11 unconnected molecules or ions with the total composition C71H135F3N11O11 in a non-equilibrium geometry, computed with the ωB97M-V functional and the def2-TZVPD basis.

The HOMO-LUMO gap comes out at 1.25 eV. As for the total charge: +5. For the total energy, the calculation gives -122810.141 eV. As for the LUMO energy: -12.792 eV.

```
231
Properties=species:S:1:pos:R:3:mulliken_charge:R:1
C 0.283 -0.047 0.494 -0.9227
O 0.077 -1.391 0.195 1.2602
O -0.137 0.169 1.780 -0.3753
C 1.749 0.474 0.191 0.5359
F 1.879 1.810 0.241 -0.1667
F 2.596 -0.074 1.083 -0.0480
F 2.133 -0.029 -0.975 -0.1197
C 0.045 -1.939 -1.090 -0.4296
C -0.785 -3.202 -0.920 0.3682
H -0.754 -3.805 -1.827 0.5629
H -0.628 -3.781 -0.010 -0.9716
H -1.808 -2.834 -0.842 -0.5406
H 1.002 -2.213 -1.532 0.2393
H -0.522 -1.331 -1.795 0.5814
H -0.368 0.440 -0.232 -0.2202
C 3.149 2.623 3.102 -0.6410
C 2.631 2.348 4.565 1.8826
C 3.822 2.114 5.612 -1.1480
C 4.546 3.367 6.083 -0.6236
C 3.518 4.307 6.659 -1.1584
C 2.449 4.790 5.671 1.3253
N 1.804 3.595 4.985 0.6721
O 0.563 3.676 4.370 -0.3021
C 3.166 5.679 4.657 -1.4341
C 1.272 5.545 6.422 -1.7380
C 1.764 1.054 4.613 -1.4726
H 4.133 3.089 3.142 0.0949
H 2.521 3.274 2.493 0.6297
H 3.234 1.648 2.622 -0.5336
H 4.633 1.494 5.229 0.2331
H 3.406 1.670 6.517 0.5707
H 5.158 3.697 5.243 0.2363
H 5.213 3.135 6.913 0.4434
H 4.110 5.144 7.030 0.4850
H 3.074 3.824 7.529 0.3859
H 2.600 5.873 3.746 0.3848
H 3.966 5.112 4.182 0.1154
H 3.572 6.601 5.074 0.4814
H 1.538 6.378 7.073 0.3933
H 0.791 4.843 7.102 0.4369
H 0.512 5.889 5.720 0.3785
H 0.811 1.123 4.090 -0.1341
H 1.396 0.676 5.567 0.7377
H 2.233 0.242 4.056 -0.0401
C -6.237 0.516 -3.783 -1.6583
C -4.954 0.118 -4.522 1.7006
C -3.708 0.207 -3.604 -0.5673
C -3.729 -0.928 -2.492 0.4962
C -3.857 -2.346 -3.090 -0.4598
C -4.953 -2.631 -4.139 1.4608
N -5.093 -1.347 -4.998 0.7812
O -5.830 -1.507 -6.130 -0.3445
C -6.259 -2.829 -3.392 -1.1824
C -4.718 -3.800 -5.056 -1.2694
C -4.803 1.105 -5.705 -1.7171
H -6.381 1.577 -3.580 0.0254
H -6.585 -0.072 -2.933 0.1561
H -7.086 0.211 -4.395 0.6226
H -3.727 1.183 -3.119 -0.0348
H -2.761 0.114 -4.135 -0.0547
H -4.463 -0.822 -1.693 0.2653
H -2.778 -0.890 -1.962 -0.5324
H -3.948 -2.994 -2.219 0.1404
H -2.945 -2.778 -3.502 -0.0430
H -6.097 -3.543 -2.583 0.1421
H -6.964 -3.325 -4.060 0.5565
H -6.609 -1.957 -2.840 -0.0165
H -5.378 -3.911 -5.916 0.4804
H -4.854 -4.718 -4.483 0.3697
H -3.708 -3.874 -5.459 0.2233
H -4.029 0.950 -6.457 0.4050
H -4.689 2.134 -5.364 0.3630
H -5.758 1.055 -6.228 0.4818
C 1.007 0.352 -8.576 -1.6552
C 1.594 -0.165 -7.217 1.2976
C 0.937 0.562 -6.058 -1.2755
C 1.236 -0.078 -4.693 -0.5439
C 0.745 -1.536 -4.742 -0.2349
C 1.340 -2.463 -5.839 1.8810
N 1.261 -1.688 -7.178 0.5621
O 0.665 -2.407 -8.287 -0.2037
C 0.379 -3.683 -5.888 -1.9506
C 2.803 -2.855 -5.584 -1.7001
C 3.127 0.092 -7.214 -1.5613
H 1.131 -0.343 -9.406 0.4461
H 1.370 1.326 -8.905 0.4001
H -0.054 0.599 -8.594 0.3812
H -0.148 0.631 -6.136 0.2811
H 1.214 1.616 -6.045 0.5426
H 0.760 0.346 -3.810 0.4364
H 2.310 -0.092 -4.504 0.2905
H -0.335 -1.496 -4.884 0.0197
H 0.857 -2.017 -3.770 -0.3439
H -0.675 -3.437 -5.758 0.5873
H 0.679 -4.362 -5.090 0.3996
H 0.430 -4.298 -6.787 0.5025
H 3.410 -2.006 -5.269 0.3599
H 3.299 -3.295 -6.449 0.3925
H 2.895 -3.574 -4.770 0.4182
H 3.564 0.012 -6.218 0.3255
H 3.260 1.148 -7.448 0.4589
H 3.760 -0.535 -7.841 0.3923
C 5.524 2.556 -0.023 -1.4426
C 5.222 3.849 -0.873 2.0343
C 4.358 4.764 -0.025 -1.1973
C 5.125 5.501 1.088 -0.3793
C 6.284 6.320 0.358 -1.6093
C 7.342 5.538 -0.445 0.9612
N 6.479 4.676 -1.363 0.7544
O 7.017 4.362 -2.575 -0.2667
C 8.271 4.677 0.521 -1.2481
C 8.178 6.582 -1.254 -1.4759
C 4.398 3.371 -2.167 -1.6134
H 4.715 1.903 0.301 -0.1897
H 5.869 2.804 0.981 0.3133
H 6.232 1.869 -0.487 0.5898
H 3.518 4.264 0.457 -0.0169
H 3.840 5.607 -0.482 0.6456
H 5.525 4.810 1.830 0.1750
H 4.430 6.051 1.722 0.6005
H 6.919 6.776 1.117 0.5719
H 5.806 7.052 -0.293 0.4233
H 8.668 5.303 1.319 0.3855
H 8.987 4.093 -0.058 0.4017
H 7.701 3.985 1.141 0.2559
H 8.953 6.090 -1.841 0.3821
H 8.629 7.289 -0.558 0.4172
H 7.501 7.195 -1.849 0.4351
H 5.096 2.963 -2.898 0.5042
H 3.850 4.217 -2.582 0.4692
H 3.700 2.599 -1.841 0.1591
C 1.917 -3.019 3.031 -0.4966
C 3.201 -3.447 2.184 0.9912
C 2.903 -3.565 0.627 -0.4279
C 4.055 -3.654 -0.260 -0.8766
C 4.972 -2.480 -0.028 -0.9562
C 5.504 -2.167 1.413 1.3675
N 4.277 -2.334 2.299 0.7878
O 4.116 -1.376 3.350 -0.3873
C 5.933 -0.687 1.424 -1.5105
C 6.593 -3.144 1.879 -1.4208
C 3.859 -4.784 2.733 -1.5068
H 1.632 -2.005 2.751 -0.1193
H 2.000 -3.206 4.102 0.6958
H 1.051 -3.628 2.774 -0.2829
H 2.132 -2.832 0.389 -0.7984
H 2.234 -4.420 0.530 0.6207
H 3.794 -3.470 -1.302 0.4667
H 4.628 -4.574 -0.144 0.3589
H 4.338 -1.632 -0.286 0.0387
H 5.801 -2.368 -0.727 0.5748
H 6.475 -0.393 2.322 0.5325
H 5.064 -0.057 1.236 -0.1032
H 6.578 -0.404 0.592 0.4698
H 7.539 -3.056 1.344 0.3772
H 6.307 -4.193 1.953 0.2868
H 7.021 -2.770 2.809 0.4491
H 4.626 -5.173 2.063 0.4581
H 3.070 -5.535 2.728 0.3706
H 4.200 -4.606 3.753 0.4190
C -1.788 -2.177 4.879 -1.4596
C -1.817 -2.143 3.288 1.9459
N -2.790 -3.061 2.603 0.5630
C -2.812 -4.467 2.512 -0.5646
C -3.924 -4.800 1.751 -0.7458
N -4.518 -3.709 1.225 0.5599
C -3.810 -2.625 1.787 -0.8509
C -5.749 -3.779 0.484 -0.6407
H -0.977 -1.563 5.271 0.2540
H -1.526 -3.224 5.028 0.5494
H -2.742 -1.917 5.338 0.3744
H -0.817 -2.269 2.872 -0.8595
H -2.132 -1.164 2.928 -0.8249
H -2.092 -5.078 3.036 0.7781
H -4.191 -5.807 1.467 0.5234
H -4.101 -1.598 1.626 0.5071
H -5.666 -3.033 -0.306 0.0849
H -6.512 -3.521 1.219 0.3516
H -5.849 -4.777 0.057 0.2976
C -8.458 3.130 -2.090 -1.0411
C -7.662 4.134 -1.231 -0.5786
N -6.240 3.804 -1.147 0.2768
C -5.281 4.087 -2.138 -0.6073
C -4.030 3.631 -1.751 -0.4878
N -4.222 3.016 -0.512 0.3163
C -5.533 3.109 -0.181 -0.3658
C -3.125 2.467 0.317 -0.9418
H -8.057 3.013 -3.097 0.3538
H -9.487 3.484 -2.149 0.4342
H -8.618 2.157 -1.626 0.3090
H -8.076 4.275 -0.233 0.4077
H -7.797 5.069 -1.775 0.2822
H -5.578 4.692 -2.982 0.4970
H -3.096 3.670 -2.290 0.5585
H -5.883 2.672 0.743 0.6113
H -2.138 2.638 -0.112 0.1963
H -3.213 1.381 0.340 0.2558
H -3.208 2.974 1.278 0.5879
C -7.489 1.085 6.167 -1.2617
C -6.708 0.447 5.043 -0.3150
N -5.255 0.722 5.160 0.3110
C -4.501 0.705 6.283 -0.5603
C -3.213 1.165 5.952 -0.3618
N -3.192 1.428 4.619 0.4004
C -4.479 1.128 4.161 -0.2943
C -2.126 1.932 3.830 -0.0302
H -7.454 2.173 6.238 0.3393
H -7.036 0.731 7.093 0.3952
H -8.531 0.773 6.093 0.3790
H -7.123 0.715 4.072 0.3629
H -6.804 -0.636 5.112 0.2946
H -4.887 0.252 7.184 0.4684
H -2.370 1.220 6.624 0.4969
H -4.885 1.372 3.190 0.2417
H -2.053 1.128 3.097 0.0341
H -1.218 2.120 4.403 -0.0689
H -2.354 2.889 3.361 0.1489
C -0.282 -6.428 1.134 0.2591
C 0.180 -7.230 2.351 0.4291
O -0.093 -6.781 3.435 -0.6282
O 0.962 -8.152 2.150 -0.6016
H 0.253 -6.681 0.219 0.4515
H -0.057 -5.383 1.350 -0.8145
H -1.367 -6.441 1.029 0.1878
C -2.965 -6.354 -2.378 -0.1105
C -4.270 -6.708 -1.682 0.6376
O -5.318 -6.436 -2.268 -0.6538
O -4.160 -7.211 -0.557 -0.6750
H -3.024 -5.335 -2.760 -0.3363
H -2.753 -6.978 -3.247 0.4140
H -2.136 -6.324 -1.670 0.0226
```

=====

2.
A gas-phase ion, C7H11O (charge -1) in a non-equilibrium geometry, computed with the ωB97M-V functional and the def2-TZVPD basis.

The HOMO-LUMO gap comes out at 5.55 eV. The SMILES is C=CC(=C)CCC[O-]. As for the total charge: -1. For the total energy, the calculation gives -9482.714 eV. As for the LUMO energy: 3.428 eV.

```
19
Properties=species:S:1:pos:R:3:mulliken_charge:R:1
C 0.710 -1.433 -1.678 -0.1963
O 0.355 -2.251 -2.690 -0.9210
C -0.217 -0.157 -1.586 -0.9554
C -0.831 0.171 -0.224 -0.3840
C 0.118 0.502 0.885 0.4438
C 1.428 0.697 0.733 -0.7935
C -1.151 1.820 2.659 -0.5712
C -0.478 0.772 2.228 -0.4985
H 0.579 -1.911 -0.669 0.1089
H 1.746 -1.071 -1.776 0.0440
H 0.342 0.731 -1.927 0.3540
H -0.976 -0.261 -2.340 0.4514
H -1.482 -0.676 0.026 0.2608
H -1.446 1.067 -0.365 0.3079
H 1.917 0.404 -0.182 0.2420
H 1.991 1.159 1.537 0.3303
H -1.589 1.948 3.646 0.2665
H -1.416 2.679 2.054 0.2642
H -0.253 -0.026 2.935 0.2461
```

=====

3.
C4H7N5 in the gas phase in a non-equilibrium geometry, computed with the ωB97M-V functional and the def2-TZVPD basis.

The HOMO-LUMO gap comes out at 8.25 eV. The SMILES is [H]/N=C(\N)C1=CNN=CN1. For the total energy, the calculation gives -11707.518 eV. As for the LUMO energy: 0.701 eV.

```
16
Properties=species:S:1:pos:R:3:mulliken_charge:R:1
C -1.217 -0.190 -0.747 0.1012
C 0.030 0.212 -0.176 0.5206
C 0.344 1.171 0.657 -0.5825
C 1.707 -1.075 0.641 -0.0955
H -1.805 1.580 -0.505 0.2559
H -3.128 0.492 -0.653 0.2312
H -2.122 -1.887 -1.817 0.2357
H -0.124 1.914 1.251 0.4279
H 2.255 2.017 1.341 0.3111
H 1.665 -2.295 0.941 0.2761
H 0.767 -1.448 -1.145 0.3920
N -2.208 0.607 -0.379 -0.3452
N -1.248 -1.462 -1.160 -0.6899
N 1.826 1.062 0.899 -0.0550
N 2.231 -0.085 1.414 -0.5819
N 1.028 -0.613 -0.561 -0.4016
```

=====

- Look up the total energy of the third one.
  -11707.518 eV

=====

- Which formula does entry 2 have?
  C7H11O

=====

- Look up the HOMO-LUMO gap of the second one.
  5.55 eV